# 1
Molecular formula: C26H28Br2F12O4
Method: DFT, wB97M-V/def2-TZVPD

For the orbital gap, the calculation gives 8.748 eV. The value obtained for the total energy is -208300.3227 eV. For the HOMO energy, the calculation gives -9.96 eV. Its multiplicity is 1.

Geometry as XYZ:
```
72
Properties=species:S:1:pos:R:3:forces:R:3:lowdin_charge:R:1
C 5.0253 1.0838 3.2425 0.12 0.14 -1.07 0.026
C 4.9302 0.3412 1.9106 -0.11 2.09 1.08 -0.553
O 5.0718 -0.8185 1.8292 0.24 -2.21 -0.54 0.155
O 4.6670 1.1450 0.8230 -0.42 -0.27 0.30 -0.041
C 3.2526 1.1247 0.5445 -0.73 0.57 -0.62 -0.182
C 2.9546 0.9030 -0.9497 0.38 0.04 0.38 -0.172
C 3.7698 -0.2364 -1.5947 -0.44 0.42 -0.79 -0.173
C 3.0370 -1.5936 -1.6957 0.53 -0.16 0.87 -0.184
C 2.1379 -1.9549 -0.4892 -0.57 -0.93 -1.30 -0.188
C 1.1262 -3.0648 -0.9189 0.97 -0.28 1.05 -0.200
C -0.0576 -3.1998 0.0514 -0.65 -0.66 -0.88 -0.176
C -1.3079 -2.3312 -0.3548 1.21 -0.20 0.72 -0.107
C -1.4168 -1.1774 0.6143 -0.27 0.55 -1.40 -0.106
C -1.7610 -1.3087 1.8813 -0.51 0.02 0.25 -0.142
C -2.1254 -2.6502 2.4749 0.17 0.57 1.17 -0.140
C -3.2789 -2.6057 3.5064 0.14 -0.57 -0.42 -0.146
C -4.5520 -1.8806 3.0533 -0.39 -1.29 0.90 -0.795
F -4.5531 -0.5853 3.4183 0.18 0.55 -0.38 0.014
Br -4.9108 -2.0879 1.1405 0.29 0.13 0.21 0.858
C -5.7782 -2.5099 3.8141 -1.05 1.89 -1.78 -0.957
F -5.9212 -3.7895 3.5537 0.27 -0.87 0.31 0.063
F -5.7095 -2.2661 5.1037 0.61 -0.46 0.87 0.088
Br -7.4397 -1.6066 3.2101 0.02 -0.12 0.22 0.743
C -1.7713 -0.0691 2.7190 -0.30 -0.07 -0.77 -0.334
O -1.7200 -0.1561 3.9098 0.15 0.02 1.69 0.127
C -1.8828 1.2689 2.0631 -0.21 -0.72 0.65 0.072
C -1.5669 1.4163 0.7968 -0.11 0.59 -0.86 -0.111
C -1.7353 2.7921 0.1636 0.66 -0.22 -0.14 -0.090
C -0.7762 3.0752 -1.0278 -0.09 0.13 0.92 -0.053
C -1.4560 2.8471 -2.3730 0.74 0.12 1.11 -0.431
F -2.4448 1.9441 -2.2446 -0.20 -0.41 -0.08 0.127
F -2.0718 4.0027 -2.7204 -0.07 0.27 -0.52 0.120
C -0.5083 2.3510 -3.5180 -0.89 -0.32 -1.11 -0.354
F 0.6423 1.8366 -3.0834 0.44 0.23 0.57 0.157
F -1.1501 1.3531 -4.1587 -0.19 -0.19 -0.25 0.148
C -0.1795 3.4147 -4.5931 1.00 -0.31 0.34 -0.374
F -1.2381 3.7393 -5.3043 -0.90 0.17 -0.31 0.194
F 0.2925 4.4936 -3.9455 0.00 0.64 0.20 0.160
C 0.9524 2.9860 -5.5833 0.09 -0.28 0.50 -0.592
F 0.8969 1.7090 -5.9078 -0.32 -0.81 -0.06 0.197
F 0.8916 3.6794 -6.6943 -0.29 0.78 -0.71 0.205
F 2.1255 3.2098 -5.0213 0.72 0.14 0.39 0.188
C -1.0983 0.2013 0.0610 -0.96 -0.96 1.27 -0.255
O -0.5057 0.2430 -0.9701 0.96 0.55 -1.79 0.117
H 4.2314 1.8347 3.2984 0.06 -0.19 0.17 0.084
H 4.9966 0.3490 4.0438 0.05 0.26 0.05 0.086
H 5.9751 1.6319 3.2071 -0.13 -0.11 0.28 0.093
H 2.8529 2.1163 0.8107 0.08 -0.22 0.11 0.122
H 2.7112 0.3881 1.1522 0.44 -0.09 -0.01 0.123
H 1.8782 0.7088 -1.0376 0.18 0.10 -0.06 0.077
H 3.1399 1.8626 -1.4492 0.10 -0.27 -0.08 0.113
H 4.7496 -0.3092 -1.1140 -0.27 -0.16 0.13 0.105
H 3.9809 0.0847 -2.6253 0.07 -0.11 0.19 0.107
H 3.8193 -2.3670 -1.7315 -0.21 0.07 -0.15 0.113
H 2.4786 -1.7154 -2.6315 -0.04 0.45 0.16 0.105
H 2.7747 -2.4145 0.2733 -0.25 0.58 0.34 0.117
H 1.5265 -1.1264 -0.1208 0.46 0.08 0.09 0.080
H 1.6877 -4.0106 -0.8609 -0.14 0.12 -0.22 0.110
H 0.8250 -2.9678 -1.9681 -0.23 0.20 0.26 0.109
H 0.2239 -3.0067 1.0917 0.20 0.10 -0.23 0.107
H -0.3717 -4.2548 0.0302 0.00 0.22 0.05 0.109
H -2.1915 -2.9738 -0.3104 -0.06 0.34 -0.03 0.096
H -1.1368 -1.9977 -1.3790 -0.32 0.15 0.17 0.112
H -1.2374 -3.0002 3.0221 -0.22 -0.18 -0.13 0.138
H -2.3768 -3.3878 1.7139 0.21 0.24 -0.08 0.095
H -2.9336 -2.2213 4.4695 -0.26 0.33 -0.25 0.129
H -3.5761 -3.6461 3.6948 0.10 0.16 -0.11 0.127
H -2.2531 2.1140 2.6366 0.19 -0.25 0.30 0.140
H -1.4978 3.5214 0.9450 -0.12 -0.12 -0.10 0.122
H -2.7930 2.9311 -0.0803 0.20 0.03 -0.19 0.134
H -0.4570 4.1189 -0.9440 -0.13 -0.10 -0.43 0.135
H 0.1170 2.4692 -0.8732 -0.15 0.06 -0.41 0.106
```
Forces are in eV/Å.

# 2
Molecular formula: C26H28BrN5O2PbS4
Method: DFT, wB97M-V/def2-TZVPD

For the orbital gap (spin up / spin down), the calculation gives 3.006 / 3.010 eV. As for the charge: +2. The value obtained for the total energy is -157577.8595 eV. For the HOMO energy (spin up / spin down), the calculation gives -13.27 / -13.27 eV. Its multiplicity is 1.

Geometry as XYZ:
```
67
Properties=species:S:1:pos:R:3:forces:R:3:lowdin_charge:R:1
Pb -0.9392 0.1742 0.7814 -1.32 0.16 0.34 1.157
C -3.6819 -3.2272 2.6673 -0.16 -0.04 0.06 -0.039
C -3.8637 -1.7912 2.2702 0.01 0.13 -0.13 -0.292
C -3.6158 -0.7557 3.1743 0.02 -0.07 -0.02 -0.074
C -3.8342 0.5676 2.8209 0.01 0.06 0.04 -0.118
C -4.2980 0.8836 1.5475 0.09 0.11 0.00 -0.120
C -4.5436 -0.1358 0.6368 -0.04 0.00 -0.02 -0.114
C -4.3357 -1.4588 1.0002 0.05 -0.06 0.17 -0.097
H -4.6117 -3.6124 3.0926 0.03 -0.02 0.00 0.096
H -2.9105 -3.3411 3.4281 0.03 -0.01 -0.03 0.079
H -3.4381 -3.8509 1.8078 0.05 0.00 0.02 0.080
H -3.2832 -0.9992 4.1772 0.02 0.02 -0.01 0.117
H -3.6717 1.3559 3.5452 0.01 -0.01 0.00 0.112
H -4.5030 1.9141 1.2865 0.03 0.00 -0.02 0.111
H -4.9252 0.0997 -0.3495 0.00 0.00 0.00 0.110
H -4.5527 -2.2541 0.2978 0.02 0.02 -0.02 0.105
S 4.0824 0.8108 5.4991 -0.20 -0.74 -1.25 0.926
C 3.6103 0.0328 4.1305 -0.63 1.75 2.26 -0.994
S 2.0026 0.1901 3.4877 0.24 -0.33 -0.44 1.046
C 2.5391 -0.6586 2.0392 -3.37 0.95 -1.01 -1.005
N 3.7847 -1.0722 2.1223 3.02 -0.50 1.53 0.078
N 4.3836 -0.7255 3.2452 0.23 -1.63 -2.40 -0.051
C 5.7167 -1.1555 3.4190 -0.01 0.10 -0.06 -0.156
C 6.4536 -1.4650 2.2582 0.00 0.10 -0.11 0.030
C 7.7730 -1.8240 2.3748 0.03 -0.03 -0.06 -0.016
C 8.3799 -1.8915 3.6323 -0.08 -0.01 -0.07 0.015
C 7.6390 -1.6406 4.7814 -0.13 -0.06 0.04 -0.017
C 6.3062 -1.3035 4.6864 -0.15 0.09 0.28 -0.009
S 1.6377 -0.9289 0.6392 1.85 -0.12 1.10 0.760
H 5.9865 -1.3795 1.2897 0.03 0.05 -0.05 0.125
H 8.3459 -2.0431 1.4847 0.00 0.02 0.00 0.130
H 9.4217 -2.1704 3.7154 0.02 0.02 -0.02 0.133
H 8.0929 -1.7516 5.7560 -0.03 -0.01 0.01 0.131
H 5.7130 -1.2238 5.5821 0.02 0.07 0.03 0.082
C -2.7800 2.1117 -3.9006 0.07 -0.15 -0.06 -0.058
C -1.8236 0.9819 -4.2769 -0.22 0.16 0.11 -0.199
N -1.4701 0.1713 -3.1116 0.16 0.38 -0.15 0.019
C -2.1051 -0.8955 -2.6646 0.15 -0.32 0.45 -0.706
S -1.6789 -1.5947 -1.1186 0.12 -0.09 -0.42 0.577
N -3.0588 -1.4705 -3.3832 -0.12 0.01 -0.17 0.029
C -3.7537 -2.7291 -3.0981 0.05 -0.18 -0.12 -0.244
C -3.2248 -3.8697 -3.9597 -0.04 0.12 0.09 -0.066
H -3.0022 2.7166 -4.7787 -0.03 0.03 0.03 0.086
H -2.3282 2.7538 -3.1436 -0.01 0.02 -0.01 0.072
H -3.7159 1.7139 -3.5063 -0.01 0.03 0.00 0.077
H -0.8949 1.3931 -4.6690 0.01 -0.09 -0.06 0.126
H -2.2577 0.3590 -5.0588 0.14 -0.01 -0.05 0.110
H -0.7764 0.5874 -2.4968 -0.06 -0.15 0.07 0.083
H -3.2129 -1.1122 -4.3145 0.00 0.07 0.05 0.139
H -4.8130 -2.5660 -3.2965 -0.01 0.02 0.08 0.125
H -3.6283 -2.9569 -2.0443 -0.04 0.08 0.03 0.061
H -3.4548 -3.7038 -5.0125 0.05 -0.02 -0.02 0.080
H -3.6962 -4.8033 -3.6558 0.00 -0.01 -0.04 0.084
H -2.1456 -3.9713 -3.8446 0.00 -0.03 0.01 0.079
Br 3.4319 4.4464 -4.0602 -0.05 -0.02 0.05 0.785
C 2.0806 4.5894 -2.7556 -0.04 0.11 0.02 -0.663
C 1.5384 5.8370 -2.4435 0.12 -0.41 -0.04 -0.153
N 0.5845 5.9709 -1.5396 -0.31 0.65 0.21 0.091
C 0.1262 4.9190 -0.8835 0.29 -0.33 -0.10 -0.065
C 0.6163 3.6392 -1.1343 -0.29 -0.09 0.25 -0.122
C 1.6038 3.4730 -2.0971 0.05 -0.07 -0.14 -0.056
C 0.0646 2.4592 -0.4061 0.45 0.31 -0.71 -0.632
O -0.4136 2.5528 0.7360 -0.18 0.26 0.29 -0.105
O 0.1064 1.3200 -1.0058 0.00 -0.23 0.28 -0.238
H 1.8862 6.7376 -2.9356 0.01 -0.03 -0.02 0.116
H -0.6529 5.0849 -0.1491 0.01 0.00 0.00 0.128
H 1.9878 2.4862 -2.3183 0.02 0.01 -0.03 0.116
```
Forces are in eV/Å.

# 3
Molecular formula: C26H28Cl2N2OPPd
Method: DFT, wB97M-V/def2-TZVPD

The value obtained for the relative energy (zero: lowest compared OMol25 entry of this formula, charge and spin) is 209.85 kJ/mol. For the orbital gap (spin up / spin down), the calculation gives 5.683 / 5.682 eV. As for the charge: +1. The value obtained for the total energy is -70250.2655 eV. For the HOMO energy (spin up / spin down), the calculation gives -9.83 / -9.83 eV. Its multiplicity is 1.

Geometry as XYZ:
```
61
Properties=species:S:1:pos:R:3:forces:R:3:lowdin_charge:R:1
Pd -1.1601 -1.0161 -0.1537 0.12 0.52 1.29 0.463
O -2.6491 -1.0638 1.5477 0.34 1.29 1.98 0.109
C -1.8203 -0.1925 1.5900 -1.29 -3.64 -3.98 -0.307
C -1.3300 0.9961 2.0538 1.73 3.23 2.14 -0.233
C -1.5683 1.4353 3.3908 -0.12 -0.61 -1.19 0.024
C -0.9194 2.5411 3.8693 0.33 0.66 0.17 -0.046
C -0.0257 3.2691 3.0700 -0.42 -0.56 0.19 -0.012
C 0.2221 2.8730 1.7650 -0.06 0.00 -0.09 -0.043
C -0.4162 1.7643 1.2421 -0.76 -0.77 0.48 -0.287
P -0.1892 1.0973 -0.4119 0.10 -0.22 -0.78 1.042
C -1.8436 1.2916 -1.1810 -0.12 0.43 -0.20 -0.392
C -2.8878 2.0093 -0.5945 0.24 0.02 -0.22 -0.081
C -4.1208 2.0690 -1.2203 -0.11 -0.01 0.00 -0.060
C -4.3354 1.4073 -2.4193 -0.08 -0.01 0.04 -0.064
C -3.3055 0.6897 -3.0107 0.01 0.08 -0.05 -0.075
C -2.0664 0.6332 -2.3999 0.21 0.47 -0.08 -0.159
C 0.9471 2.1647 -1.3498 -0.19 0.00 0.28 -0.361
C 0.5285 3.2555 -2.1071 0.10 0.00 0.10 -0.072
C 1.4697 4.0253 -2.7726 -0.09 0.08 -0.09 -0.065
C 2.8175 3.7073 -2.7050 0.03 0.00 0.02 -0.063
C 3.2342 2.6160 -1.9599 0.14 0.04 -0.02 -0.069
C 2.3017 1.8481 -1.2902 -0.08 -0.09 0.12 -0.103
H -2.2434 0.8703 4.0126 -0.09 -0.07 0.13 0.132
H -1.0962 2.8508 4.8886 0.01 0.05 0.05 0.117
H 0.4716 4.1341 3.4755 0.09 0.12 0.08 0.119
H 0.9248 3.4101 1.1433 -0.01 0.11 -0.03 0.116
H -2.7258 2.5387 0.3345 -0.06 0.05 0.01 0.108
H -4.9139 2.6502 -0.7743 -0.09 0.01 0.04 0.112
H -5.3033 1.4614 -2.8970 -0.03 -0.01 -0.02 0.111
H -3.4700 0.1900 -3.9554 0.01 -0.03 -0.03 0.112
H -1.2319 0.1369 -2.8918 -0.16 0.00 0.09 0.085
H -0.5193 3.5068 -2.1721 -0.15 0.02 0.00 0.109
H 1.1506 4.8829 -3.3471 -0.04 0.03 -0.05 0.111
H 3.5440 4.3077 -3.2338 0.01 0.04 -0.02 0.112
H 4.2823 2.3609 -1.8991 0.05 0.00 -0.03 0.111
H 2.6208 0.9933 -0.7106 0.08 -0.07 0.03 0.085
C 0.2228 -3.6502 0.9969 0.25 -0.80 0.18 -0.153
C 1.4512 -4.4077 1.6085 -0.53 -0.11 -0.19 -0.139
N 2.4935 -3.4578 1.8997 0.73 -0.43 0.38 -0.179
C 2.0328 -2.4845 2.8557 -0.30 0.35 0.14 -0.141
C 0.8090 -1.7179 2.2595 0.45 -0.06 0.46 -0.149
N 0.5411 -2.2259 0.9136 -0.27 0.02 -0.02 -0.241
C 1.7242 -2.0358 0.0743 0.58 -0.08 -0.11 -0.172
C 2.9275 -2.8059 0.6901 -0.12 0.28 -0.30 -0.141
H -0.6612 -3.7836 1.6283 -0.01 0.10 -0.16 0.122
H 0.0090 -4.0317 -0.0054 -0.11 0.15 0.13 0.065
H 1.8435 -5.1473 0.9085 -0.05 -0.03 0.03 0.121
H 1.1786 -4.9230 2.5309 -0.01 -0.03 -0.03 0.122
H 2.8523 -1.8006 3.0785 0.01 0.02 0.05 0.121
H 1.7625 -3.0027 3.7763 0.00 0.04 0.04 0.122
H 1.0142 -0.6447 2.2018 -0.06 -0.03 -0.07 0.109
H -0.0768 -1.8719 2.8818 -0.04 0.03 -0.09 0.118
H 1.9326 -0.9645 0.0260 -0.09 -0.06 -0.08 0.070
H 1.5001 -2.3996 -0.9316 -0.03 0.15 0.09 0.068
H 3.7433 -2.1255 0.9358 0.07 0.00 -0.04 0.120
H 3.3091 -3.5605 0.0026 0.03 0.00 -0.04 0.122
Cl 0.3199 -3.9598 -2.8197 -0.12 0.05 -0.25 0.579
C -1.0248 -2.8675 -3.1933 0.44 -0.16 -0.32 -0.930
Cl -2.0390 -2.6272 -1.7631 -0.37 -0.45 -0.48 0.631
H -1.6298 -3.3123 -3.9832 0.05 0.07 0.22 0.043
H -0.6087 -1.9069 -3.4981 -0.15 -0.19 0.09 0.024
```
Forces are in eV/Å.

Question: Look up the multiplicity of the third one.
Answer: 1